Below is 12 unconnected molecules or ions with the total composition C41H99N7O17 at a distorted geometry, with properties calculated with ωB97M-V/def2-TZVPD.

Values from the calculation:
HOMO (spin up / spin down)   0.2 / -6.8 eV
Net charge   -1
Spin multiplicity   2
Largest force on an atom   3.32 eV Å⁻¹
E   -3283.731985 Ha
<S²>   0.7504
LUMO energy (spin up / spin down)   0.063 / 0.063 Eh

Atoms and positions in Å:
C -3.96718 2.62223 1.88991
O -3.49323 1.27257 1.99766
C -3.92522 0.68953 3.17797
C -3.24718 -0.66565 3.32691
O -3.40888 -1.39541 2.05446
C -3.43174 -2.84207 2.17318
H -3.67697 3.20725 2.76262
H -5.05639 2.58081 1.89106
H -3.68581 3.14530 0.97594
H -4.97241 0.38915 3.14250
H -3.73589 1.22984 4.10551
H -3.52285 -1.34613 4.13255
H -2.16675 -0.52287 3.34674
H -3.48143 -3.23644 1.15824
H -4.35507 -3.19869 2.62967
H -2.55709 -3.24066 2.68719
C 3.87454 -7.13996 -2.97876
O 2.94512 -7.67485 -2.01445
C 3.27515 -7.34891 -0.66626
C 3.33611 -5.82002 -0.30423
O 4.44939 -5.21978 -0.84735
C 4.43545 -3.87409 -0.92874
H 4.90588 -7.32621 -2.67920
H 3.88311 -6.05075 -3.01940
H 3.66554 -7.54514 -3.96883
H 4.18184 -7.85448 -0.33398
H 2.48734 -7.85458 -0.10792
H 3.41876 -5.80541 0.78253
H 2.42749 -5.29780 -0.60390
H 5.36936 -3.53486 -1.37687
H 4.44977 -3.46871 0.08297
H 3.63035 -3.45583 -1.53286
C 0.78590 2.26004 -0.24992
O 0.96229 1.26741 0.72880
C -0.28242 0.62099 1.05929
C -0.65036 -0.44726 0.02954
O 0.36663 -1.41291 -0.14039
C 0.20237 -2.25612 -1.24119
H 0.51005 1.87855 -1.23301
H 1.72846 2.79774 -0.35269
H 0.05088 2.97389 0.12193
H -1.12033 1.30091 1.21325
H -0.13513 0.06917 1.98768
H -0.92642 0.02934 -0.91107
H -1.58454 -0.88180 0.38530
H 0.28672 -1.57331 -2.08661
H -0.73995 -2.80353 -1.26338
H 1.01314 -2.98205 -1.17971
C -2.58491 3.21495 -2.16517
O -3.30206 3.01401 -3.43262
C -2.45719 3.10560 -4.51656
C -3.22228 2.92624 -5.79756
O -3.98162 4.03085 -6.27008
C -4.73972 3.70838 -7.42923
H -3.32461 3.35253 -1.37649
H -2.08528 4.18370 -2.16595
H -1.88538 2.43054 -1.87629
H -1.58478 2.46982 -4.36560
H -2.02740 4.10439 -4.59267
H -3.99253 2.16730 -5.66032
H -2.53565 2.51192 -6.53579
H -3.97770 3.49439 -8.17865
H -5.22263 4.57559 -7.87961
H -5.43084 2.87193 -7.32531
C 2.26994 6.19798 0.36500
O 3.34575 6.55620 1.20511
C 2.95548 7.53111 2.15142
C 2.83652 8.95445 1.56974
O 4.07804 9.35145 0.94827
C 3.93715 10.57940 0.31910
H 1.99092 6.90595 -0.41540
H 1.37853 6.03154 0.96981
H 2.51510 5.21748 -0.04319
H 3.75742 7.64481 2.88084
H 2.09749 7.27623 2.77351
H 2.73889 9.64559 2.40694
H 2.00923 9.14144 0.88510
H 4.97766 10.77063 0.05666
H 3.56124 11.32929 1.01513
H 3.33914 10.54081 -0.59139
C -0.47488 -4.75632 0.93907
C 0.36221 -5.13081 2.12308
O 0.92776 -4.27324 2.75999
N 0.48457 -6.41155 2.39855
C 1.20791 -7.09337 3.51424
H 0.10328 -5.07847 0.07301
H -0.64970 -3.69006 1.08274
H -1.43959 -5.26289 0.91033
H 0.07887 -7.06994 1.74891
H 2.22532 -7.32962 3.20255
H 0.78002 -8.02662 3.88038
H 1.32308 -6.45197 4.38799
C -5.40309 -4.21131 -1.42991
C -4.02810 -4.06696 -2.07995
O -3.45983 -2.95088 -2.13013
N -3.42934 -5.15200 -2.56306
C -2.13231 -5.14249 -3.29815
H -6.06935 -4.97674 -1.82779
H -5.86524 -3.26289 -1.70380
H -5.39633 -4.29418 -0.34308
H -3.84048 -6.06616 -2.43903
H -1.40963 -4.91386 -2.51485
H -2.24774 -4.28720 -3.96392
H -1.84621 -6.03554 -3.85376
C -0.76473 1.95201 4.99151
C -0.18323 2.77903 6.11799
O -0.34473 4.00352 6.20636
N 0.65412 2.10892 6.91553
C 1.69262 2.70737 7.74240
H -1.60256 1.37188 5.37827
H -0.02924 1.23114 4.63442
H -1.01642 2.58185 4.13824
H 0.56474 1.10349 6.95054
H 1.74983 3.79453 7.68838
H 2.64222 2.26128 7.44680
H 1.59679 2.38212 8.77832
C 2.73082 -1.30484 1.86927
C 3.77093 -2.01984 2.68760
O 4.69349 -1.35531 3.11626
N 3.54714 -3.28961 3.03474
C 4.35860 -4.09827 3.91984
H 2.54786 -0.29933 2.24819
H 1.80709 -1.88227 1.90669
H 3.00887 -1.23125 0.81790
H 2.60407 -3.62089 2.88993
H 4.94611 -3.51380 4.62788
H 4.83579 -4.88158 3.33093
H 3.62494 -4.62685 4.52847
C -4.44727 0.34603 -1.00698
C -5.80420 -0.14062 -0.56779
O -6.83986 0.01541 -1.20128
N -5.76020 -0.79139 0.62808
C -6.86517 -1.39418 1.30286
H -3.56323 -0.23934 -0.75414
H -4.23324 1.31747 -0.56135
H -4.44770 0.40596 -2.09533
H -4.88767 -0.81617 1.13619
H -7.84063 -1.06886 0.94127
H -6.77159 -1.16877 2.36518
H -6.84438 -2.48381 1.32211
C 3.01525 0.12759 -2.19266
C 4.17318 0.60567 -1.43725
O 5.33138 0.49496 -1.83923
N 3.83551 1.04657 -0.19685
C 4.83528 1.52012 0.77920
H 3.42810 -0.75404 -2.68295
H 2.74217 0.82780 -2.98211
H 2.18032 -0.17865 -1.56242
H 2.87939 0.96059 0.11708
H 5.70566 0.86514 0.81852
H 4.42710 1.78758 1.75386
H 5.11650 2.52244 0.45614
C 1.70947 1.82962 -6.36101
C 1.12326 2.33010 -5.02819
O 0.59743 1.50994 -4.31368
N 1.25258 3.58934 -4.65645
C 0.86695 4.18952 -3.37110
H 2.27798 0.90626 -6.25009
H 2.42220 2.54271 -6.77528
H 0.96935 1.52142 -7.09947
H 1.67851 4.25509 -5.28531
H 0.23748 3.67349 -2.64613
H 0.46474 5.20087 -3.43023
H 1.84676 4.33140 -2.91511

Atoms 1-3, force components in eV/Å:
C -0.807 -0.512 0.466
O 0.561 1.346 -0.352
C -0.442 -2.349 0.769